Entry 1:
48
Properties=species:S:1:pos:R:3:lowdin_charge:R:1 method="wB97M-V/def2-TZVPD" mol_weight_g_mol=416.26 smiles="O=S(=O)(F)[SiH2]B(O)O.O=C1CCCO1.O=C1CCCO1.O=C1CCCO1" max_force_ha_per_bohr=0.0246 lumo_energy_ha=0.0094 total_energy_ev=-55384.7209 homo_energy_ev=-10.03
H -2.26 2.40 -5.23 0.10
C 2.51 1.41 1.63 -0.49
H 0.17 0.31 -1.14 -0.03
C 2.39 0.69 3.89 -0.15
O 0.78 3.11 -3.27 -0.31
C 1.53 1.30 2.79 -0.07
O 3.57 0.61 1.86 0.03
Si 1.30 0.32 -2.08 0.78
S 0.94 1.77 -3.72 0.46
C -4.63 2.04 -6.79 -0.16
H 0.92 -4.95 5.06 0.13
C 0.90 -2.81 5.05 -0.48
F -0.44 1.35 -4.40 -0.23
H 2.91 1.47 4.44 0.12
H -0.12 -1.83 -3.61 0.09
H 1.83 0.08 4.60 0.09
O -4.37 1.77 -3.38 0.12
O 1.55 -2.48 4.10 0.12
H 0.71 0.65 2.49 0.13
C 0.90 -4.14 5.78 -0.07
H 3.02 -1.12 2.84 0.10
H 2.52 0.85 -1.46 -0.02
O 0.69 -2.30 -3.38 0.13
H 4.36 -0.23 3.57 0.12
B 1.69 -1.41 -3.07 -0.74
H -1.22 -4.44 6.01 0.12
H -1.56 -2.24 6.92 0.13
H -3.02 3.85 -4.54 0.13
H -3.04 3.46 -7.31 0.11
C -3.19 2.97 -5.15 -0.07
H -4.42 4.16 -6.46 0.12
O -5.07 1.60 -5.49 0.02
O 2.39 2.05 0.62 0.07
O 1.95 1.49 -4.69 -0.33
H -0.35 -4.64 7.53 0.12
H 1.14 2.28 3.03 0.12
H 3.24 -1.38 -4.25 0.11
C -4.24 2.08 -4.52 -0.49
C 3.39 -0.13 3.08 -0.14
O 2.99 -1.71 -3.38 0.11
H -5.51 2.23 -7.40 0.12
C -3.78 3.28 -6.53 -0.15
C -0.53 -2.57 6.83 -0.15
H -4.05 1.23 -7.24 0.12
H 1.80 -4.18 6.40 0.13
C -0.38 -4.07 6.60 -0.15
O 0.04 -1.96 5.66 0.02
H 0.03 -2.23 7.70 0.13


Entry 2:
16
Properties=species:S:1:pos:R:3:lowdin_charge:R:1 method="wB97M-V/def2-TZVPD" mol_weight_g_mol=86.13 smiles=C[C@H]1CCOC1 max_force_ha_per_bohr=0.0058 lumo_energy_ha=0.0417 total_energy_ev=-7394.3154 homo_energy_ev=-9.64 e_above_lowest_kcal_mol=10.4
H 1.99 -0.99 -0.14 0.08
H 2.36 0.59 -0.84 0.08
H -2.37 0.61 -0.25 0.12
H -0.51 0.91 -1.82 0.12
H -0.66 0.47 2.05 0.12
H 0.01 -0.77 -1.59 0.12
O -1.41 -0.95 0.74 -0.13
H 0.33 -0.98 1.80 0.12
H -2.36 -0.97 -1.07 0.12
C -1.76 -0.28 -0.46 -0.21
C 1.89 0.09 0.01 -0.08
H 2.46 0.36 0.91 0.08
C -0.31 -0.25 1.30 -0.17
C 0.42 0.48 0.14 -0.35
C -0.43 0.10 -1.09 -0.14
H 0.36 1.56 0.30 0.13


Entry 3:
13
Properties=species:S:1:pos:R:3:lowdin_charge:R:1 method="wB97M-V/def2-TZVPD" mol_weight_g_mol=94.11 max_force_ha_per_bohr=0.0090 lumo_energy_ha=0.0018 total_energy_ev=-8359.8148 homo_energy_ev=-6.49 e_above_lowest_kcal_mol=154.3
C -1.09 1.46 0.06 -0.07
C -0.08 -0.80 0.84 -0.07
H 1.46 1.05 -1.51 0.13
C 0.93 0.28 -0.97 -0.08
C -1.98 2.27 0.07 0.13
H 0.80 0.75 0.82 0.22
H 1.31 -2.48 0.52 0.12
H -0.87 -1.04 1.53 0.10
H 0.07 -2.30 -0.76 0.12
O 1.58 -0.87 -0.75 -0.05
C 0.68 -1.76 0.00 -0.17
C -0.04 0.46 0.09 -0.40
H -2.77 2.99 0.07 0.03


Entry 4:
106
Properties=species:S:1:pos:R:3:lowdin_spin:R:1 method="wB97M-V/def2-TZVPD" mol_weight_g_mol=789.84 spin_multiplicity=5 max_force_ha_per_bohr=0.0072 lumo_energy_ha="0.0926 / 0.0925" charge=-1 total_energy_ev=-105548.2127 homo_energy_ev="-4.21 / -4.32" s2=6.093 e_above_lowest_kcal_mol=0.0
H -2.17 -4.00 1.31 0.00
C 4.23 -2.13 -0.51 0.00
C -0.39 -3.72 0.07 0.01
H 5.72 2.03 -5.21 0.00
C 2.98 0.07 -1.75 0.01
H -4.98 -1.34 -2.89 0.00
C -0.87 1.69 -0.04 -0.07
C 0.70 2.06 2.44 0.00
C -6.38 -0.99 -1.30 0.00
H 2.74 2.27 0.15 0.00
C 0.19 -4.04 3.24 0.00
H -3.00 -0.86 -1.48 0.00
H 2.85 -2.64 -2.77 0.00
C 2.17 -2.63 0.66 0.01
C -0.06 -3.64 -1.42 0.00
H 0.71 3.27 4.21 0.00
O -0.31 -0.39 -1.70 0.07
C -0.81 0.29 -2.80 0.01
C 2.77 -3.83 1.08 0.00
C -1.47 3.96 -0.68 0.00
H -0.08 -4.84 2.55 0.00
C -0.55 2.93 -0.61 0.01
H -0.41 -2.70 -1.84 0.00
H -1.20 -2.56 2.58 0.00
C 2.29 -1.84 -3.25 0.00
C -3.11 0.23 2.87 0.00
C 0.28 -1.60 3.73 0.00
C -3.17 1.55 4.90 0.00
C -5.11 -1.07 -1.85 0.00
C -4.00 -0.80 -1.06 0.00
H 5.60 -5.31 1.78 0.00
C 4.67 -5.48 1.24 0.00
C 4.05 1.43 -3.99 0.00
C -3.10 2.57 0.37 0.00
N 2.37 -0.58 -0.64 0.02
H -0.21 -1.82 4.68 0.00
C 4.10 1.99 -2.72 0.00
H 4.33 2.87 -0.32 0.00
C 2.82 2.25 5.48 0.00
C 1.26 1.01 1.69 -0.07
H 1.29 -1.83 -2.82 0.00
C 3.46 0.18 -4.12 0.00
C -2.16 1.54 0.45 0.00
H -3.92 0.57 6.65 0.00
H 1.36 -1.59 3.90 0.00
H 2.18 -4.52 1.67 0.00
H -7.53 -0.58 0.46 0.00
C 2.92 0.81 3.50 0.00
H 4.89 -6.16 0.41 0.00
C 2.90 -1.74 -0.19 0.00
H 4.56 2.96 -2.58 0.00
C -3.71 0.48 5.60 0.00
H -1.19 4.91 -1.13 0.00
H -3.81 -1.79 3.09 0.00
C -2.76 3.78 -0.19 0.01
H 3.98 -6.00 1.91 0.00
H 4.43 3.23 -5.13 0.00
H 4.15 1.29 0.47 0.00
N 3.24 2.59 6.51 0.01
C 3.71 1.98 -0.25 0.00
C -6.54 -0.64 0.03 0.00
H -2.32 -4.59 -0.34 0.00
H -0.16 2.59 2.05 0.00
C 2.31 1.84 4.21 0.01
H 2.22 -2.06 -4.32 0.00
H -5.56 -0.08 1.86 0.00
C 2.93 -0.50 -3.04 0.00
Mn 0.53 0.21 -0.12 3.89
H 1.24 -4.14 3.49 0.00
H 5.80 -3.54 -0.33 0.00
C 4.64 2.15 -5.17 0.00
H -4.36 -1.57 5.47 0.00
H 3.41 -0.27 -5.10 0.00
H 2.90 -0.39 1.76 0.00
C -2.88 1.43 3.54 0.00
C -1.90 -3.79 0.28 0.00
H -4.11 2.41 0.74 0.00
H -1.64 0.97 -2.54 0.00
H -0.05 0.90 -3.31 0.00
C -4.15 -0.43 0.28 0.00
H -1.19 -0.42 -3.55 0.00
H -0.38 -4.20 4.17 0.00
H 0.45 3.10 -1.02 0.00
C 3.58 1.33 -1.60 0.01
C -3.64 -0.84 3.59 0.00
H -0.53 -4.48 -1.95 0.00
C 4.78 -3.30 -0.05 0.00
C 1.19 2.47 3.67 0.00
C -3.95 -0.72 4.93 0.00
C 4.06 -4.19 0.76 0.00
C 2.40 0.42 2.28 0.00
H -2.97 2.48 5.40 0.00
H -3.49 4.59 -0.25 0.00
P -2.57 -0.10 1.15 0.01
H -2.47 2.27 3.01 0.00
H -2.38 -2.86 -0.01 0.00
C -5.43 -0.36 0.82 0.00
H 0.07 -4.63 0.48 0.00
P 0.40 -2.27 0.95 0.04
H 1.02 -3.70 -1.58 0.00
H 4.23 1.77 -6.11 0.00
H -7.25 -1.20 -1.91 0.00
C -0.12 -2.65 2.70 0.01
H 3.80 0.32 3.91 0.00
H -0.01 -0.59 3.43 0.00
H 4.81 -1.47 -1.14 0.00


Entry 5:
86
Properties=species:S:1:pos:R:3:lowdin_charge:R:1 method="wB97M-V/def2-TZVPD" mol_weight_g_mol=874.98 max_force_ha_per_bohr=0.0364 lumo_energy_ha=-0.0697 charge=+1 total_energy_ev=-206171.9219 homo_energy_ev=-10.97
C -3.83 4.51 -0.07 -0.69
C -1.20 0.42 -1.41 -0.20
Cl 4.26 3.03 -8.20 0.54
C 1.46 0.82 -0.82 -0.28
Cl -2.38 -7.88 2.94 0.61
H -0.19 -9.34 1.71 0.07
H -0.26 -1.48 2.04 0.05
C 2.95 1.03 -0.52 -0.06
H -8.69 6.34 1.22 0.08
H 4.89 -3.22 0.11 0.07
C -0.75 -4.73 1.80 -0.62
Cl -2.21 5.27 -0.08 0.55
H -2.90 -4.57 1.92 0.08
H -2.24 0.27 -1.68 0.08
Cl 2.32 -2.32 -0.91 0.68
H -0.04 -0.01 2.86 0.19
H 5.65 -3.87 -1.34 0.08
H 0.40 6.03 -1.39 0.04
Cl -2.07 -3.23 3.68 0.60
C 0.66 0.08 0.07 -0.22
C -2.35 -9.29 1.83 -0.63
H -9.76 4.75 -0.28 0.08
H -1.29 -0.71 0.44 0.07
C -0.68 -0.12 -0.24 -0.14
Cl -0.90 -8.04 -0.13 0.57
C -8.07 5.74 0.56 -0.63
H -0.72 -5.66 1.24 0.02
Cl -2.89 1.95 0.13 0.68
H -2.46 -10.18 2.45 0.08
H 2.06 -1.28 1.14 0.06
H 0.76 -0.31 5.22 0.13
H 3.15 1.89 0.14 0.09
H 3.28 -4.39 -1.45 0.08
H -8.97 3.83 1.00 0.07
N 0.42 -0.82 2.45 0.05
H -0.86 1.59 -3.15 0.12
H 1.38 5.93 -3.72 0.07
H 1.90 7.35 -2.79 0.07
C -8.79 4.49 0.15 -0.66
H -1.03 -10.30 0.49 0.08
Cl -7.90 3.57 -1.08 0.54
Cl -6.57 5.38 1.46 0.62
Cl 5.60 -1.52 -1.37 0.57
Cl 3.66 5.83 -3.10 0.52
H 2.23 -1.23 3.41 0.14
H 1.14 -2.67 3.21 0.12
H 3.36 0.10 -0.11 0.02
C 1.37 -0.43 1.35 -0.14
C 1.20 -1.61 3.47 -0.15
Cl 1.27 3.87 -1.70 0.73
H 6.36 3.50 -5.20 0.07
C -1.06 -9.37 1.05 -0.64
C -3.86 3.28 0.81 -0.64
H 2.03 5.89 -0.72 0.07
H -0.24 -1.82 5.13 0.07
C 5.57 3.05 -5.80 -0.66
H 3.47 1.16 -1.49 0.08
H -7.80 6.35 -0.30 0.07
H 5.04 4.83 -6.89 0.07
C -0.41 1.16 -2.26 -0.08
C 1.76 -2.10 5.84 -0.19
H -4.53 5.25 0.31 -0.02
H 1.29 -2.52 6.74 0.13
C 1.95 6.26 -2.85 -0.65
C 3.59 -3.36 -1.61 -0.60
C 5.40 3.82 -7.08 -0.66
H 1.55 1.94 -2.67 0.04
C 1.40 5.65 -1.58 -0.61
H 1.97 0.41 1.75 0.14
C 0.74 -1.37 4.91 -0.15
Cl 4.09 3.07 -4.80 0.51
H 2.19 -2.93 5.25 0.12
H 5.83 2.01 -5.99 0.07
C 0.95 1.37 -1.98 -0.20
C 4.94 -3.13 -0.97 -0.65
H -2.16 -5.53 3.19 -0.02
H 0.11 -4.69 2.46 0.07
F 2.80 -1.22 6.10 -0.05
H -3.21 -9.21 1.17 0.07
H 3.62 -3.18 -2.68 0.08
H 6.36 3.89 -7.60 0.07
C -2.04 -4.64 2.58 -0.65
H -4.10 4.27 -1.09 0.07
H -3.49 3.49 1.81 0.07
Cl -0.60 -3.39 0.62 0.65
H -4.89 2.92 0.89 0.05


Entry 6:
53
Properties=species:S:1:pos:R:3:lowdin_spin:R:1 method="wB97M-V/def2-TZVPD" mol_weight_g_mol=831.44 spin_multiplicity=6 max_force_ha_per_bohr=0.1928 lumo_energy_ha="-0.5013 / -0.5925" charge=+4 total_energy_ev=-124312.6112 homo_energy_ev="-19.32 / -20.98" s2=8.798 e_above_lowest_kcal_mol=46.8
H 4.87 0.02 -1.17 0.01
H 0.13 -1.23 6.54 0.00
H 3.52 -2.59 -0.70 0.00
I -0.92 -1.29 -4.18 0.50
H 2.80 0.40 -3.74 0.00
H -0.91 0.22 6.48 0.00
H -3.64 -1.54 -2.94 0.00
H 4.88 -2.25 -1.89 0.00
N -0.08 0.90 3.90 0.01
H 0.38 1.72 3.48 0.00
H -3.00 2.11 -1.86 0.00
O -1.05 3.45 -3.07 0.09
C -3.82 -0.42 -2.90 0.03
Ce -0.32 1.52 0.18 1.08
H -5.54 -0.53 -0.57 0.00
C -0.50 2.58 -2.45 0.09
H -0.98 -2.09 4.50 0.01
H -2.22 -1.66 5.65 0.00
H -3.59 1.78 -0.06 0.01
H 3.29 -3.08 -2.38 0.00
H -4.87 -0.14 -3.15 0.00
I -0.12 -2.89 -2.40 0.68
H -4.30 -1.88 -0.74 0.00
H 1.38 -0.48 4.59 0.00
C 0.60 0.22 4.97 0.00
H 3.41 -0.14 -0.06 0.01
C -3.76 1.58 -1.16 0.01
H -3.06 0.05 -3.62 0.02
S 1.38 -0.96 -1.43 0.46
H -4.83 1.83 -1.46 0.00
S -1.62 -0.37 -0.83 0.17
C -4.46 -0.83 -0.41 0.01
N -2.07 -0.28 4.14 0.09
H 1.13 1.00 5.59 0.00
C 3.77 -2.32 -1.71 0.00
H 2.69 -1.35 -4.10 0.00
H -3.02 -0.44 3.71 0.00
C -0.44 -0.51 5.84 0.00
C 1.40 2.33 -2.56 0.01
C 2.22 1.37 1.93 0.00
C -3.58 0.05 -1.40 0.01
H 3.43 1.13 -1.37 0.00
O 2.24 3.01 -3.03 -0.01
H -4.12 -0.70 0.62 0.00
Co 0.37 1.13 -1.88 0.77
C -1.42 -1.27 5.06 0.01
C 3.78 0.12 -1.09 0.04
C 3.28 -0.57 -3.54 0.00
H 4.36 -0.58 -3.81 0.00
O 3.30 1.17 2.39 0.00
C 3.13 -0.93 -2.03 0.04
C -1.42 0.79 3.54 0.06
S -2.36 1.92 2.58 0.75


Entry 7:
53
Properties=species:S:1:pos:R:3:lowdin_charge:R:1 method="wB97M-V/def2-TZVPD" mol_weight_g_mol=435.44 smiles="COc1ccc(/C=N/NC(=O)c2ccccc2OC)cc1COc1ccccc1[N+](=O)[O-]" max_force_ha_per_bohr=0.0237 lumo_energy_ha=-0.0071 total_energy_ev=-40942.8108 homo_energy_ev=-8.19 e_above_lowest_kcal_mol=133.2
H -4.00 -1.90 -1.27 0.13
O -5.53 3.68 -0.50 0.08
C -4.51 1.81 0.28 -0.08
H 1.38 1.64 2.48 0.10
H 7.23 -0.98 -0.51 0.10
H -0.92 -4.93 -1.04 0.10
H 0.39 2.12 -1.96 0.13
C -3.81 -0.36 1.01 0.01
O -2.23 -3.34 -0.76 -0.09
N -4.73 2.80 -0.74 -0.35
C -3.97 0.04 2.32 -0.06
N 2.88 2.36 -1.43 0.06
N 2.15 1.26 -1.26 0.05
H -3.47 -1.36 0.81 0.11
C 5.66 -1.02 0.95 -0.08
H 2.79 0.88 3.26 0.10
H -2.50 -5.26 -0.28 0.10
O -4.08 2.73 -1.76 0.10
H 0.45 -3.17 -0.32 0.10
H -1.72 0.93 -2.00 0.13
C 0.92 1.24 -1.56 -0.08
C -1.67 -4.56 -0.33 -0.08
C -0.03 -2.28 -0.69 0.00
H -3.64 -1.09 -2.81 0.15
C -4.09 0.51 -0.04 -0.19
C -1.40 -2.27 -0.95 -0.23
C -4.43 1.32 2.63 -0.08
H -3.75 -0.65 3.12 0.11
C 4.52 -0.40 1.43 -0.02
H 2.46 3.20 -1.85 0.17
H 6.03 -1.91 1.43 0.10
O 4.84 3.44 -1.26 0.09
C 0.72 -1.14 -0.89 -0.01
O -4.05 0.18 -1.34 -0.03
C 4.69 1.25 -0.31 -0.08
H 1.78 -1.14 -0.69 0.11
C 6.33 -0.50 -0.14 -0.09
C -3.48 -1.05 -1.73 -0.10
H -5.04 3.20 1.80 0.12
C 2.20 0.94 2.34 -0.08
H 6.35 1.06 -1.62 0.12
H -4.56 1.62 3.66 0.10
H 4.03 -0.82 2.30 0.10
O 2.95 1.45 1.27 -0.09
C -1.23 0.03 -1.64 0.04
C -2.00 -1.10 -1.44 -0.13
C 5.85 0.64 -0.76 -0.01
C 4.03 0.74 0.82 -0.23
H -1.22 -4.46 0.66 0.10
C 4.18 2.45 -1.02 -0.42
H 1.79 -0.05 2.10 0.09
C 0.14 0.04 -1.36 -0.20
C -4.70 2.20 1.60 0.00


Entry 8:
20
Properties=species:S:1:pos:R:3:lowdin_charge:R:1 method="wB97M-V/def2-TZVPD" mol_weight_g_mol=116.16 smiles="C=N/C=C/CCN.O" max_force_ha_per_bohr=0.0276 lumo_energy_ha=0.0208 total_energy_ev=-10405.6203 homo_energy_ev=-8.94 e_above_lowest_kcal_mol=64.7
N 0.52 2.20 0.07 -0.01
C -1.63 0.86 0.22 -0.20
H -1.40 3.06 -0.01 0.10
N -0.16 -2.64 0.69 -0.01
H -1.97 0.80 -0.82 0.11
H 0.60 2.10 -0.93 0.06
O 2.16 -0.28 -1.86 -0.07
C -0.91 2.19 0.44 -0.29
H 0.98 1.42 0.55 0.05
H 1.42 -0.37 -2.45 0.03
C -0.81 -0.31 0.69 -0.13
H 2.69 -1.10 -1.89 0.05
C -0.84 -1.51 0.15 -0.18
H -0.14 -0.13 1.52 0.11
H 1.71 -3.39 1.09 0.07
H -2.57 0.77 0.78 0.11
H -0.92 2.50 1.49 0.10
C 1.10 -2.59 0.68 -0.06
H 1.65 -1.73 0.27 0.06
H -1.48 -1.86 -0.66 0.11


Entry 9:
13
Properties=species:S:1:pos:R:3:lowdin_charge:R:1 method="wB97M-V/def2-TZVPD" mol_weight_g_mol=115.09 max_force_ha_per_bohr=0.0524 lumo_energy_ha=0.0272 total_energy_ev=-11860.1854 homo_energy_ev=-8.35 e_above_lowest_kcal_mol=41.9
H -2.05 -2.04 -0.57 0.13
C -1.37 1.02 -0.20 -0.40
H 2.47 -0.89 0.13 0.12
O -1.66 2.15 0.02 0.14
O -0.16 -1.02 -0.26 -0.03
H -1.70 -1.73 1.00 0.12
H 1.57 1.90 -0.19 0.14
C -0.02 0.40 -0.27 -0.15
N 2.34 0.13 0.03 0.07
C -1.55 -1.28 0.03 -0.14
H 3.21 0.49 0.34 0.08
C 1.22 0.89 -0.08 -0.10
O -2.30 -0.02 0.03 0.03


Entry 10:
45
Properties=species:S:1:pos:R:3:lowdin_charge:R:1 method="wB97M-V/def2-TZVPD" mol_weight_g_mol=406.28 max_force_ha_per_bohr=0.2978 lumo_energy_ha=0.0131 total_energy_ev=-99630.8550 homo_energy_ev=-7.79 e_above_lowest_kcal_mol=363.8
H -4.24 -0.69 0.05 0.18
H -6.10 -1.44 -1.19 0.17
C -2.27 1.39 0.27 -0.34
H -0.93 -4.14 0.24 0.05
C 2.38 2.89 0.23 -0.59
H -6.24 -1.72 0.68 0.04
H -0.76 0.29 0.69 0.11
C -2.15 -1.28 0.27 -0.26
N -1.60 -0.06 0.22 0.12
C 4.61 -1.63 0.36 -0.14
C -0.06 2.13 -1.46 -0.13
H 0.82 4.23 0.16 0.07
C -1.61 -3.51 0.06 -0.08
H -1.23 2.62 1.65 0.15
C -6.10 -2.17 -0.18 -0.02
H -1.95 3.50 0.03 0.21
H 0.79 3.43 1.48 0.04
H 2.48 -1.19 0.45 0.14
C -3.42 -1.65 -0.09 0.02
N 2.51 1.60 0.09 0.14
H 6.95 0.65 -0.30 0.03
C 0.82 3.33 0.54 0.00
H 5.08 2.42 -0.10 0.24
H -3.24 -4.89 -0.07 0.15
O -3.49 1.41 -0.08 0.03
H 4.49 -2.62 0.43 0.06
C 3.50 -0.64 0.33 0.01
H -0.22 -1.90 0.30 0.13
C 5.75 -1.09 0.16 -0.51
H -0.22 3.24 -2.05 0.16
H 0.94 1.93 -1.98 0.10
C 4.92 0.97 -0.02 -0.17
C -3.81 -2.82 -0.07 -0.55
C 3.73 0.65 0.22 -0.23
O 3.22 3.60 0.11 0.16
H -6.94 -2.71 -0.40 0.05
Br 7.31 -2.34 -0.10 0.59
C -1.43 2.47 0.54 -0.10
C -1.25 -2.35 0.45 -0.06
N 0.02 2.08 -0.03 -0.18
C 6.04 0.47 -0.14 0.00
H -0.73 1.45 -1.75 0.03
C -2.98 -3.80 -0.08 0.02
O -5.00 -3.08 -0.23 0.01
H 1.66 0.95 0.32 0.15


Entry 11:
41
Properties=species:S:1:pos:R:3:lowdin_charge:R:1 method="wB97M-V/def2-TZVPD" mol_weight_g_mol=399.30 smiles="Cc1ccc(SCCC(=O)OCC(=O)Nc2ncc(Cl)cc2Cl)cc1" max_force_ha_per_bohr=0.0167 lumo_energy_ha=0.0085 total_energy_ev=-62892.7887 homo_energy_ev=-8.37 e_above_lowest_kcal_mol=0.0
O 3.01 0.56 0.90 -0.01
H 4.91 -0.26 0.89 0.15
C -2.03 1.16 1.28 -0.55
O 3.66 2.21 -0.48 0.12
H -4.84 0.50 -0.46 0.12
H -1.01 -0.24 2.56 0.11
C -3.82 -0.92 0.78 -0.30
O 4.15 -2.65 0.79 0.10
C -2.73 -1.10 1.63 -0.08
H -5.35 -1.86 -0.38 0.08
H 1.25 1.58 -2.40 0.12
H -3.26 2.33 -0.01 0.10
C 3.98 -0.31 0.32 -0.07
C -0.98 -0.77 -1.41 -0.10
C -1.84 -0.07 1.88 -0.10
S -0.93 2.52 1.57 0.95
C 2.91 1.78 0.35 -0.52
H -2.59 -2.06 2.11 0.11
C 0.70 1.68 1.60 -0.45
H 0.57 0.74 1.07 0.06
C 1.74 2.55 0.91 -0.15
C 1.29 -1.19 -0.72 -0.32
C 3.48 -1.74 0.37 -0.41
C -3.12 1.37 0.45 -0.13
C 0.83 0.70 -1.94 -0.13
H 4.16 -0.01 -0.72 0.13
N 2.20 -1.99 -0.06 0.15
Cl -0.58 -3.06 -0.05 0.76
H 2.12 3.32 1.60 0.13
H 0.98 1.47 2.63 0.09
C -0.07 -1.58 -0.77 -0.56
H -4.25 -2.99 0.43 0.07
C -0.53 0.41 -1.99 -0.64
H 1.87 -2.93 0.15 0.11
H 1.28 3.08 0.07 0.11
C -4.00 0.33 0.20 -0.05
H -5.48 -2.13 1.35 0.09
C -4.78 -2.04 0.52 -0.05
N 1.69 -0.09 -1.32 0.15
Cl -1.63 1.48 -2.76 0.72
H -2.03 -1.03 -1.44 0.11